Entry 1:
Computed, not measured: C5H5NO in the gas phase, with the ωB97M-V functional and the def2-TZVPD basis.

The geometry in XYZ format:
```
12
Properties=species:S:1:pos:R:3:forces:R:3:mulliken_charge:R:1
C -0.138324 0.300199 -0.507159 -0.07 0.04 0.01 0.721
H 1.675186 -0.577646 0.325372 -0.14 -0.01 -0.11 0.325
H 1.711779 -0.345505 -1.435807 -0.12 0.02 0.14 0.341
H -0.674694 0.227618 -1.460469 0.00 0.03 0.17 0.220
H 0.089789 -2.242341 -0.130959 0.10 -0.05 -0.10 0.341
H -2.193318 0.495948 2.519655 -0.06 -0.34 -0.06 0.417
C -1.670776 0.206355 1.635527 0.26 -0.16 -0.42 0.120
C -1.035238 0.014549 0.631258 -0.35 0.22 0.57 -0.927
C 0.192564 1.713184 -0.237935 0.23 1.06 0.19 0.024
O 0.649591 -1.953420 -0.864809 -0.15 -0.09 0.18 -0.504
N 0.314213 2.805872 0.120567 0.15 -1.00 -0.60 -0.411
C 1.079228 -0.644812 -0.595242 0.14 0.28 0.03 -0.666
```
Positions in Å, forces in eV/Å.

Values from the calculation:
Frontier orbital gap   11.44 eV
E_HOMO   -10.825 eV
SMILES   C#C[C@@H](C#N)CO
LUMO energy   0.613 eV

=====

Entry 2:
Computed, not measured: C5H5NO in the gas phase, with the ωB97M-V functional and the def2-TZVPD basis.

The geometry in XYZ format:
```
12
Properties=species:S:1:pos:R:3:forces:R:3:mulliken_charge:R:1
H 0.490648 -0.637338 -1.355285 -0.18 -0.11 0.15 0.378
C -2.319134 0.896198 -0.952842 -0.12 -0.63 0.56 0.206
H 1.894223 1.169823 -0.504407 0.01 -0.21 0.17 0.255
O -1.076525 -1.554198 1.298974 0.54 0.41 -0.44 -0.531
H 1.153051 1.049183 1.162823 -0.16 -0.12 -0.12 0.253
H -2.925897 1.588601 -1.484105 0.05 0.08 -0.08 0.410
C 1.392261 0.543287 0.230773 0.06 0.29 0.08 -0.468
C -0.815590 -0.806266 0.382988 0.16 -0.11 0.21 0.179
N 1.812640 -0.854879 0.302542 0.05 -0.20 0.24 -0.619
H 1.687711 -1.186247 1.255152 0.04 -0.11 -0.01 0.301
C 0.522167 -0.552023 -0.270105 -0.04 0.01 -0.13 -0.039
C -1.786385 0.052470 -0.274105 -0.40 0.69 -0.62 -0.325
```
Positions in Å, forces in eV/Å.

Values from the calculation:
Frontier orbital gap   10.07 eV
E_HOMO   -9.979 eV
SMILES   C#CC(=O)[C@H]1CN1
LUMO energy   0.090 eV

=====

Entry 3:
Computed, not measured: C5H5NO2 in the gas phase, with the ωB97M-V functional and the def2-TZVPD basis.

The geometry in XYZ format:
```
13
Properties=species:S:1:pos:R:3:forces:R:3:mulliken_charge:R:1
O -1.300066 -0.519421 -0.333417 1.62 0.73 -0.75 -0.446
N 0.378578 -1.064826 1.402763 -0.24 0.42 0.81 -0.452
C 0.543253 1.116220 -0.663922 -1.26 0.73 3.02 -1.051
H 1.348224 1.327092 -1.247169 2.37 0.67 -1.72 0.458
C 0.380831 -1.016504 -1.848411 0.79 1.13 -0.14 0.444
H -0.213618 1.865022 -0.794099 -0.31 0.79 -0.12 0.314
H 0.852971 1.172181 0.436699 -0.12 0.06 -1.70 0.193
C -0.138675 0.030139 1.806672 0.68 -0.33 1.13 -0.190
H 0.111041 0.855341 2.510640 -0.12 -0.67 -0.83 0.368
C -0.071962 -0.138742 -0.996504 -2.58 -1.90 0.74 0.274
C -1.005481 -0.765199 1.008642 -0.20 0.29 -0.20 0.014
O 0.926381 -1.558494 -2.704900 0.15 -1.18 -0.71 -0.367
H -1.811478 -1.302809 1.423007 -0.79 -0.74 0.49 0.442
```
Positions in Å, forces in eV/Å.

Values from the calculation:
Frontier orbital gap   9.25 eV
E_HOMO   -8.600 eV
SMILES   CC(=C=O)O[C@@H]1C=N1
LUMO energy   0.651 eV

=====

Entry 4:
Computed, not measured: C5H5NO2 in the gas phase, with the ωB97M-V functional and the def2-TZVPD basis.

The geometry in XYZ format:
```
13
Properties=species:S:1:pos:R:3:forces:R:3:mulliken_charge:R:1
C -1.303335 -0.547329 -0.385459 -1.50 -3.60 -1.77 -0.611
H -0.675725 -2.198053 0.907035 0.94 1.41 -0.84 0.317
H -2.123698 -1.152914 -1.064634 1.89 1.94 2.31 0.260
C 1.277669 0.734977 0.366851 -0.72 -0.69 0.04 0.094
H 0.726363 -0.063285 -1.418021 0.28 -0.24 -0.97 0.345
C 0.507225 0.812312 -0.850669 2.39 0.50 -1.00 -0.001
N 0.706520 -0.437226 0.954349 2.31 -3.31 1.70 -0.200
C -0.798439 0.816427 -0.424674 -5.43 0.26 3.30 0.430
H -1.132921 1.242839 0.638991 1.14 -0.01 -2.29 0.219
O -0.440087 1.687932 -1.404592 0.26 1.43 -1.30 -0.478
O 2.171683 1.340236 0.824182 1.77 0.91 1.10 -0.526
C -0.423754 -1.195299 0.428366 -0.73 -0.31 0.76 -0.157
H 1.508499 -1.040616 1.428275 -2.60 1.69 -1.05 0.307
```
Positions in Å, forces in eV/Å.

Values from the calculation:
Frontier orbital gap   9.77 eV
E_HOMO   -9.021 eV
SMILES   O=C1NC=C[C@@H]2O[C@@H]12
LUMO energy   0.752 eV

=====

Entry 5:
Computed, not measured: C5H5NO2 in the gas phase, with the ωB97M-V functional and the def2-TZVPD basis.

The geometry in XYZ format:
```
13
Properties=species:S:1:pos:R:3:forces:R:3:mulliken_charge:R:1
N -0.256107 0.346665 0.100170 -0.41 1.74 0.47 0.084
H 1.233242 1.686574 0.826948 0.11 -1.18 -0.09 0.351
H -2.600321 -0.275346 0.144712 0.48 3.22 1.88 0.343
O -2.527835 0.640418 0.690680 0.81 -3.05 -1.25 -0.475
C -1.216224 1.000577 0.919577 -1.96 -1.24 -3.16 0.677
O -0.913820 1.903802 1.590406 0.07 1.44 1.81 -0.458
C 1.040531 0.718150 0.336149 2.17 -2.41 -0.96 -0.463
H 2.863997 -0.538214 -0.032878 0.02 0.34 -0.47 0.382
C -0.311321 -0.691248 -0.766400 -0.96 -1.92 -0.71 0.040
H -1.215524 -1.161979 -1.213222 0.61 0.72 0.83 0.195
H 1.111515 -2.127674 -1.367906 0.52 -0.24 -0.64 0.394
C 1.825520 -0.346812 -0.267238 0.30 3.39 2.36 -0.490
C 0.966348 -1.154914 -0.960998 -1.77 -0.82 -0.06 -0.580
```
Positions in Å, forces in eV/Å.

Values from the calculation:
Frontier orbital gap   9.08 eV
E_HOMO   -8.642 eV
SMILES   O=C(O)n1cccc1
LUMO energy   0.438 eV

=====

Entry 6:
Computed, not measured: C5H5NOS in the gas phase, with the ωB97M-V functional and the def2-TZVPD basis.

The geometry in XYZ format:
```
13
Properties=species:S:1:pos:R:3:forces:R:3:mulliken_charge:R:1
C 1.320215 -0.430854 -0.530770 1.61 -0.38 -3.34 -0.320
H 2.378071 -0.810572 -0.781074 -1.91 0.62 0.99 0.269
C -0.712007 0.291018 0.263540 -1.37 0.86 0.01 0.922
C -0.649027 1.646241 0.870027 -0.93 -0.39 -0.27 -0.209
H 0.382715 -1.261630 1.279918 0.34 0.74 -0.90 0.272
N -0.436192 2.566379 1.516631 -0.13 0.53 0.01 -0.404
C 0.497842 -0.107166 -1.570369 1.76 -0.29 0.50 -0.188
C 0.587231 -0.285561 0.735663 1.44 -1.42 3.94 -0.551
H -2.096973 -1.556799 -0.264193 0.29 -0.01 -0.15 0.147
H 0.675233 -0.124160 -2.687816 -0.33 0.02 1.70 0.367
O -0.723944 0.330624 -1.151420 0.07 0.48 -0.78 -0.372
H 1.039111 0.349096 1.663560 -0.67 -1.23 -2.64 0.298
S -2.262275 -0.606617 0.656302 -0.17 0.46 0.94 -0.229
```
Positions in Å, forces in eV/Å.

Values from the calculation:
Frontier orbital gap   9.73 eV
E_HOMO   -9.125 eV
SMILES   N#C[C@]1(S)CC=CO1
LUMO energy   0.602 eV

=====

What did the sixth record say?
Computed, not measured: C5H5NOS in the gas phase, with the ωB97M-V functional and the def2-TZVPD basis.

The geometry in XYZ format:
```
13
Properties=species:S:1:pos:R:3:forces:R:3:mulliken_charge:R:1
C 1.320215 -0.430854 -0.530770 1.61 -0.38 -3.34 -0.320
H 2.378071 -0.810572 -0.781074 -1.91 0.62 0.99 0.269
C -0.712007 0.291018 0.263540 -1.37 0.86 0.01 0.922
C -0.649027 1.646241 0.870027 -0.93 -0.39 -0.27 -0.209
H 0.382715 -1.261630 1.279918 0.34 0.74 -0.90 0.272
N -0.436192 2.566379 1.516631 -0.13 0.53 0.01 -0.404
C 0.497842 -0.107166 -1.570369 1.76 -0.29 0.50 -0.188
C 0.587231 -0.285561 0.735663 1.44 -1.42 3.94 -0.551
H -2.096973 -1.556799 -0.264193 0.29 -0.01 -0.15 0.147
H 0.675233 -0.124160 -2.687816 -0.33 0.02 1.70 0.367
O -0.723944 0.330624 -1.151420 0.07 0.48 -0.78 -0.372
H 1.039111 0.349096 1.663560 -0.67 -1.23 -2.64 0.298
S -2.262275 -0.606617 0.656302 -0.17 0.46 0.94 -0.229
```
Positions in Å, forces in eV/Å.

Values from the calculation:
Frontier orbital gap   9.73 eV
E_HOMO   -9.125 eV
SMILES   N#C[C@]1(S)CC=CO1
LUMO energy   0.602 eV

=====

> Among the records above, which one has the highest LUMO energy?

number 4